A structure of composition C36H37NP2STi in a non-equilibrium geometry, computed with the ωB97M-V functional and the def2-TZVPD basis.

Summary:
E_LUMO   -0.2843 hartree
Electronic energy   -91928.9321 eV
Net charge   +2
Frontier orbital gap   5.27 eV
F_max   2.76 eV Å⁻¹

Last column: Mulliken charge in e.
Geometry (Å):
Ti1 0.5400 1.0606 -0.2148  0.228
C1 1.0053 2.6886 4.9532  -0.562
C2 1.1167 1.3668 4.7430  -0.356
C3 0.0285 0.3451 4.7406  -1.555
C4 -0.8498 0.3281 3.4649  0.875
C5 -1.7076 1.5177 3.2177  -0.054
C6 -1.7828 2.6324 3.9251  -0.461
C7 -1.4843 2.7553 5.4101  -1.000
C8 -0.0915 3.4017 5.6850  -0.730
C9 1.0171 2.2919 -1.8121  -1.195
H1 1.8238 3.3588 4.6177  0.497
H2 2.1240 0.9153 4.6247  0.738
H3 -0.6006 0.3436 5.6354  0.527
H4 0.5208 -0.6361 4.7698  0.445
H5 -0.1524 0.2147 2.6246  -0.859
H6 -1.4505 -0.5913 3.4484  0.617
H7 -2.1991 1.4885 2.2325  0.026
H8 -2.1699 3.5578 3.4706  0.389
H9 -1.5627 1.7979 5.9265  0.287
H10 -2.2603 3.4006 5.8631  0.459
H11 -0.1693 4.4101 5.2634  0.326
H12 0.0341 3.5084 6.7847  0.378
H13 1.2547 3.2709 -1.3637  0.497
H14 0.2332 2.4134 -2.5689  0.395
H15 1.9218 1.8623 -2.2679  0.382
P1 1.1433 -1.4315 -1.6282  1.130
P2 -0.9744 -0.0859 -1.6555  1.179
C10 -0.1779 -2.4082 -0.8354  -0.936
C11 -1.3463 -1.7247 -0.9332  -1.076
C12 1.8932 -2.6357 -2.7669  0.284
C13 1.5907 -4.0120 -2.6969  -0.844
C14 2.6120 -4.9292 -2.9433  -0.639
C15 3.8404 -4.4846 -3.4457  -0.539
C16 3.9640 -3.1576 -3.8866  -0.686
C17 2.9639 -2.2328 -3.5962  -0.257
C18 2.3598 -1.2782 -0.3339  0.404
C19 1.8927 -0.4187 0.7236  0.621
C20 2.7180 -0.2778 1.8888  -0.394
C21 3.7881 -1.1603 2.0625  -0.840
C22 4.1722 -2.0445 1.0351  -0.583
C23 3.4791 -2.0778 -0.1746  -0.482
C24 -1.3569 -0.3344 -3.4085  0.431
C25 -0.6387 -1.2469 -4.2215  -0.573
C26 -1.3436 -2.0702 -5.0886  -0.588
C27 -2.7110 -1.8492 -5.2980  -0.690
C28 -3.3312 -0.7314 -4.7233  -0.586
C29 -2.6435 0.0646 -3.8106  -0.563
C30 -2.1234 1.0535 -0.8110  1.856
C31 -2.4222 2.2960 -1.4219  -0.790
C32 -3.6487 2.9126 -1.1755  -0.669
C33 -4.6062 2.2691 -0.3821  -0.653
C34 -4.3120 1.0533 0.2430  -0.549
C35 -3.0581 0.4779 0.0798  -1.510
H16 0.0367 -3.3803 -0.3928  0.859
H17 -2.3704 -2.0305 -0.7202  0.961
H18 0.6043 -4.3627 -2.4003  0.643
H19 2.4708 -5.9883 -2.7163  0.420
H20 4.6916 -5.1630 -3.5067  0.446
H21 4.8586 -2.8403 -4.4264  0.394
H22 3.0273 -1.2027 -3.9479  0.491
H23 0.7304 -0.4986 0.8675  -0.271
H24 2.4564 0.5048 2.6060  0.616
H25 4.3532 -1.1912 3.0026  0.458
H26 5.0031 -2.7414 1.1654  0.461
H27 3.8026 -2.7183 -1.0033  0.311
H28 0.4495 -1.3335 -4.1550  0.871
H29 -0.8415 -2.8935 -5.5939  0.480
H30 -3.2822 -2.5230 -5.9257  0.427
H31 -4.3614 -0.4885 -4.9647  0.452
H32 -3.0914 0.9556 -3.3725  0.415
H33 -1.6891 2.7518 -2.0862  0.305
H34 -3.8624 3.8732 -1.6406  0.482
H35 -5.5964 2.7091 -0.2812  0.467
H36 -5.0714 0.5466 0.8368  0.466
H37 -2.8192 -0.4462 0.6033  0.466
S1 1.6981 5.0791 1.6568  -0.241
C36 1.1679 3.6301 1.3418  0.429
N1 0.7720 2.5130 1.0841  -0.562

Atoms 1-3, force components in eV/Å:
0.190 2.692 -0.575
1.049 -0.006 0.385
0.550 0.499 0.088